28
Properties=species:S:1:pos:R:3 method="wB97M-V/def2-TZVPD" gap_ev=2.22 homo_energy_ev=-11.72 charge=+1 e_lumo_ev=-9.5
Cd 11.81 18.07 -31.18
Br 10.52 15.06 -30.38
C 5.84 11.75 -31.56
C 5.60 13.29 -31.48
O 5.95 13.55 -30.13
H 6.91 11.56 -31.61
H 5.52 11.35 -32.52
H 5.25 11.19 -30.83
H 4.53 13.52 -31.40
H 6.14 13.83 -32.26
H 6.91 13.47 -30.15
C 12.04 10.31 -26.40
C 12.52 11.07 -27.64
C 14.05 10.98 -27.95
O 14.82 11.91 -27.16
C 14.69 13.23 -27.64
N 11.81 10.60 -28.84
H 12.38 10.63 -25.41
H 12.19 9.24 -26.54
H 10.98 10.51 -26.26
H 12.30 12.12 -27.43
H 14.42 11.05 -28.97
H 14.40 10.01 -27.57
H 14.02 13.77 -26.96
H 14.42 13.39 -28.68
H 15.68 13.68 -27.49
H 10.83 10.69 -28.64
H 11.90 11.30 -29.56

---

68
Properties=species:S:1:pos:R:3 method="wB97M-V/def2-TZVPD" e_above_lowest_kcal_mol=18.0 gap_ev=7.36 homo_energy_ev=-5.89 charge=-1 e_lumo_ev=1.5
C 0.13 -1.06 -1.01
C 0.06 -0.18 0.20
C 1.39 0.15 0.75
O -0.55 1.08 -0.07
H 0.54 -0.46 -1.85
H -0.89 -1.48 -1.23
H 0.93 -1.84 -0.83
H -0.41 -0.77 0.98
H 1.83 -0.79 1.09
H 1.24 0.82 1.62
H 2.08 0.60 0.03
O 0.33 3.30 0.91
H 0.10 2.39 0.60
H 1.26 3.16 0.92
O -1.76 0.74 -2.50
H -1.30 0.74 -1.61
H -1.85 -0.13 -2.81
O 0.21 1.26 -4.32
H 0.18 0.40 -4.76
H -0.57 1.29 -3.72
O 0.40 2.63 3.99
H -0.38 2.20 3.58
H 0.27 2.49 4.92
O -1.70 -2.00 -3.82
H -2.55 -2.46 -3.79
H -1.74 -1.35 -4.54
O 0.01 -3.17 2.85
H -0.66 -3.81 3.14
H 0.08 -3.39 1.94
O 0.33 -0.63 4.11
H 0.08 -1.51 3.85
H -0.13 -0.07 3.43
O 2.77 -0.28 -3.75
H 2.96 0.08 -2.91
H 2.26 -1.10 -3.73
O 4.20 1.61 -2.00
H 4.88 1.90 -1.33
H 3.42 2.13 -1.90
O -3.43 -2.44 -1.66
H -2.72 -3.11 -1.86
H -3.89 -2.64 -0.85
O -2.43 -1.35 2.87
H -3.22 -1.57 3.37
H -1.84 -2.11 2.91
O 3.02 3.09 0.84
H 3.34 4.01 0.86
H 3.79 2.62 1.15
O 1.49 1.87 -2.01
H 1.43 1.15 -2.71
H 1.18 1.53 -1.17
O 2.61 0.87 3.97
H 2.09 1.69 3.84
H 2.01 0.14 3.93
O -3.08 -0.22 -0.12
H -2.31 0.30 -0.10
H -3.00 -0.81 -0.83
O -1.41 -3.30 0.30
H -1.29 -3.69 -0.55
H -1.24 -2.37 0.19
O -2.77 3.04 1.17
H -2.37 3.57 1.88
H -2.17 2.77 0.52
O 1.15 -2.56 -3.48
H 0.22 -2.55 -3.45
H 1.43 -3.00 -2.66
O -1.23 1.12 2.67
H -1.79 0.39 2.81
H -1.01 1.11 1.75

---

26
Properties=species:S:1:pos:R:3 method="wB97M-V/def2-TZVPD" e_above_lowest_kcal_mol=45.6 gap_ev=7.95 homo_energy_ev=-7.85 e_lumo_ev=0.1
C 3.51 0.79 0.00
C 3.58 -0.54 -0.23
C 2.23 1.32 0.27
C 2.52 -1.41 -0.32
C 1.07 0.53 0.15
C 1.22 -0.87 -0.09
C -2.65 1.50 -0.03
C -1.29 1.82 0.28
C -3.18 0.30 -0.16
C -0.32 0.95 0.26
C -2.39 -0.96 -0.33
C -1.07 -0.81 0.39
N 0.04 -1.54 -0.16
O -2.26 -1.22 -1.70
O -1.40 -1.05 1.72
H 4.44 1.33 -0.19
H 4.56 -1.04 -0.44
H 1.96 2.23 0.69
H 2.54 -2.46 -0.44
H -3.29 2.34 0.14
H -1.10 2.90 0.47
H -4.26 0.16 -0.26
H -3.14 -1.75 0.04
H 0.08 -2.49 0.18
H -1.46 -0.76 -2.06
H -0.69 -1.41 2.15

---

68
Properties=species:S:1:pos:R:3 method="wB97M-V/def2-TZVPD" gap_ev="5.87 / 5.85" homo_energy_ev="-4.58 / -4.63" charge=-1 e_lumo_ev="1.3 / 1.2"
Bi -1.05 0.04 0.87
F -2.55 4.30 3.86
C -2.72 4.75 2.60
F -4.04 4.76 2.38
F -2.29 6.01 2.57
S -1.84 3.68 1.30
O -2.58 2.45 1.27
O -0.49 3.60 1.76
N -2.07 4.65 0.09
S -2.30 4.06 -1.35
O -2.84 2.73 -1.39
O -2.85 5.03 -2.23
C -0.52 3.81 -1.93
F -0.46 3.43 -3.21
F 0.24 4.89 -1.80
F 0.04 2.83 -1.20
O 2.23 -5.09 1.52
S 1.88 -3.94 2.31
O 1.16 -4.21 3.52
N 1.08 -2.83 1.36
C 1.81 -1.77 1.22
S 1.37 -0.42 0.24
C 3.09 -1.73 1.93
C 3.97 -0.66 2.02
C 5.11 -0.83 2.79
C 5.35 -2.02 3.46
C 4.45 -3.08 3.40
C 3.32 -2.91 2.63
H 3.76 0.27 1.50
H 5.82 -0.02 2.87
H 6.25 -2.13 4.05
H 4.62 -4.00 3.93
C -0.37 0.72 5.81
C 0.44 -0.21 5.18
C 0.29 -0.47 3.83
C -0.69 0.17 3.08
C -1.53 1.06 3.74
C -1.37 1.35 5.08
H -0.23 0.95 6.86
H 1.20 -0.74 5.74
H 0.93 -1.21 3.37
H -2.32 1.55 3.19
H -2.02 2.07 5.56
C 0.93 -3.17 -3.75
N 0.39 -3.33 -2.42
C 0.96 -4.37 -1.59
C -0.60 -2.61 -1.99
N -1.49 -1.96 -1.63
H 2.02 -3.17 -3.69
H 0.61 -2.21 -4.17
H 0.60 -3.98 -4.41
H 2.04 -4.23 -1.53
H 0.73 -5.35 -2.01
H 0.55 -4.30 -0.59
Cl 0.85 0.37 -4.49
C -0.83 0.45 -4.88
C -1.18 0.59 -6.20
C -2.52 0.73 -6.56
C -3.50 0.69 -5.56
C -3.16 0.53 -4.25
C -1.80 0.43 -3.83
C -1.49 0.36 -2.49
H -0.40 0.61 -6.94
H -2.78 0.86 -7.59
H -4.54 0.80 -5.84
H -3.91 0.51 -3.48
H -0.47 0.36 -2.14
H -2.28 0.47 -1.77

---

14
Properties=species:S:1:pos:R:3 method="wB97M-V/def2-TZVPD" e_above_lowest_kcal_mol=12.8 gap_ev=7.98 smiles=Cc1ccc(O)[nH]1 homo_energy_ev=-7.37 e_lumo_ev=0.6
C 1.84 0.42 0.96
C 0.62 0.24 0.13
C 0.29 0.72 -1.11
C -1.00 0.25 -1.44
C -1.42 -0.51 -0.39
O -2.60 -1.18 -0.24
N -0.45 -0.52 0.56
H 1.75 -0.13 1.90
H 2.72 0.07 0.44
H 1.99 1.48 1.20
H 0.91 1.35 -1.72
H -1.54 0.44 -2.34
H -2.61 -1.62 0.62
H -0.49 -0.99 1.45

---

40
Properties=species:S:1:pos:R:3 method="wB97M-V/def2-TZVPD" gap_ev=4.52 homo_energy_ev=-0.18 charge=-2 e_lumo_ev=4.3
Pd 0.05 -0.60 -0.77
N 0.40 3.24 -1.00
C -0.94 3.07 -1.24
C -1.02 2.05 -2.14
N 0.23 1.57 -2.43
C 1.06 2.29 -1.71
C 2.50 2.12 -1.66
N 3.20 1.17 -2.22
C 4.50 1.41 -1.88
C 4.60 2.53 -1.10
N 3.31 2.98 -0.97
H 0.72 3.52 -0.08
H -1.69 3.62 -0.71
H -1.90 1.59 -2.56
H 5.29 0.75 -2.20
H 5.43 3.02 -0.63
H 3.01 3.80 -0.47
C -3.49 -0.58 -0.11
C -2.81 -1.18 1.11
O -2.00 -2.31 0.77
P -0.36 -2.25 0.66
O 0.13 -3.44 -0.08
Te 0.72 0.48 1.49
O -0.01 -2.63 2.21
C -0.68 -2.16 3.36
C 0.19 -2.47 4.56
H -3.89 0.41 0.14
H -4.30 -1.22 -0.47
H -2.77 -0.46 -0.92
H -3.56 -1.55 1.81
H -2.22 -0.41 1.62
H -1.65 -2.66 3.45
H -0.84 -1.08 3.29
H 0.36 -3.54 4.65
H -0.29 -2.11 5.48
H 1.15 -1.97 4.44
O 0.59 -1.72 -3.11
N -0.61 -1.76 -3.42
O -0.98 -2.17 -4.53
O -1.47 -1.31 -2.61